Entry 1:
This record from OMol25 describes a structure of composition C38H49As2BF5O10SSbZn. The level of theory is the ωB97M-V functional and the def2-TZVPD basis.

Last column: Löwdin charge in e.
Geometry (Å):
1 Zn -0.58 0.99 -1.06  0.335
2 C -1.77 3.31 1.77  -0.068
3 O -1.80 1.88 1.62  -0.168
4 C -3.00 1.34 1.89  -0.616
5 O -3.91 1.99 2.37  0.061
6 C -3.18 -0.06 1.38  -0.354
7 C -4.20 -0.75 1.94  -0.317
8 As -4.00 -0.63 3.89  1.385
9 C -5.28 -1.95 4.56  -0.282
10 C -2.47 -1.89 3.58  -0.231
11 C -1.62 -1.99 2.55  -0.225
12 As -1.64 -1.11 0.74  1.341
13 C -2.46 -2.49 -0.37  -0.229
14 C -0.46 -2.93 2.66  -0.528
15 O 0.10 -3.28 3.66  0.133
16 O -0.11 -3.35 1.43  -0.106
17 C 0.97 -4.29 1.37  -0.030
18 C -2.31 -2.72 4.82  -0.587
19 O -2.17 -2.23 5.91  0.105
20 O -2.47 -4.02 4.58  -0.029
21 C -2.29 -4.86 5.73  -0.023
22 C -4.81 -1.98 1.36  -0.556
23 O -4.69 -3.09 1.82  0.093
24 O -5.61 -1.78 0.31  -0.013
25 C -5.80 -0.47 -0.26  -0.029
26 H -0.84 3.63 1.31  0.057
27 H -1.81 3.58 2.82  0.106
28 H -2.61 3.75 1.24  0.084
29 H -6.28 -1.53 4.44  0.031
30 H -5.08 -2.07 5.62  0.028
31 H -5.21 -2.90 4.04  0.023
32 H -2.95 -3.26 0.22  0.035
33 H -1.65 -2.91 -0.95  0.013
34 H -3.17 -2.02 -1.05  0.046
35 H 1.29 -4.32 0.33  0.092
36 H 0.62 -5.27 1.69  0.102
37 H 1.78 -3.97 2.02  0.087
38 H -2.42 -5.88 5.36  0.095
39 H -3.02 -4.63 6.49  0.096
40 H -1.29 -4.72 6.13  0.101
41 H -6.64 -0.58 -0.94  0.097
42 H -4.91 -0.15 -0.81  0.079
43 H -6.03 0.26 0.51  0.098
44 C 1.62 2.87 2.87  -0.117
45 C 2.47 3.12 1.63  -0.686
46 C 3.92 3.21 2.07  -0.102
47 C 2.04 4.45 1.00  -0.122
48 Sb 1.98 1.58 0.13  1.626
49 C 2.84 -0.30 0.88  -0.682
50 C 2.16 -0.62 2.21  -0.109
51 C 4.35 -0.25 1.07  -0.096
52 C 2.48 -1.42 -0.10  -0.116
53 C 3.19 2.13 -1.64  -0.669
54 C 2.24 2.96 -2.52  -0.130
55 C 3.61 0.89 -2.43  -0.106
56 C 4.45 2.93 -1.33  -0.113
57 H 1.68 3.74 3.53  0.094
58 H 1.97 2.01 3.44  0.062
59 H 0.57 2.70 2.64  0.045
60 H 4.02 4.06 2.76  0.091
61 H 4.62 3.37 1.26  0.057
62 H 4.23 2.32 2.62  0.063
63 H 2.16 5.25 1.74  0.092
64 H 0.99 4.45 0.69  0.059
65 H 2.64 4.72 0.13  0.059
66 H 2.40 0.11 2.99  0.063
67 H 2.51 -1.59 2.57  0.091
68 H 1.07 -0.67 2.11  0.054
69 H 4.64 0.42 1.88  0.061
70 H 4.88 0.06 0.17  0.062
71 H 4.71 -1.25 1.33  0.091
72 H 1.40 -1.49 -0.26  0.044
73 H 2.81 -2.37 0.33  0.082
74 H 2.96 -1.31 -1.07  0.071
75 H 1.37 2.37 -2.83  0.051
76 H 2.77 3.27 -3.43  0.100
77 H 1.89 3.86 -2.01  0.072
78 H 2.77 0.24 -2.68  0.053
79 H 4.37 0.30 -1.90  0.068
80 H 4.06 1.22 -3.37  0.097
81 H 4.24 3.89 -0.86  0.059
82 H 4.96 3.14 -2.28  0.091
83 H 5.14 2.38 -0.70  0.072
84 F -0.17 3.34 -6.68  0.127
85 C -0.70 3.10 -5.48  -0.130
86 C -0.46 3.96 -4.42  -0.154
87 F 0.32 5.03 -4.61  0.120
88 C -1.00 3.69 -3.18  -0.263
89 F -0.71 4.53 -2.18  0.076
90 C -1.80 2.57 -2.95  -0.541
91 S -2.45 2.23 -1.34  0.688
92 C -2.02 1.72 -4.03  -0.256
93 F -2.75 0.61 -3.88  0.090
94 C -1.48 1.97 -5.28  -0.142
95 F -1.70 1.13 -6.29  0.127
96 O 0.74 -0.12 -3.70  0.084
97 B 0.08 -0.39 -2.50  -0.592
98 O -0.16 -1.77 -2.43  0.073
99 C 0.37 -2.32 -3.57  -0.203
100 C 0.40 -3.65 -3.95  0.008
101 C 1.02 -3.92 -5.17  -0.088
102 C 1.58 -2.91 -5.95  -0.087
103 C 1.53 -1.58 -5.55  0.013
104 C 0.92 -1.32 -4.34  -0.206
105 H -0.03 -4.43 -3.35  0.118
106 H 1.07 -4.94 -5.52  0.101
107 H 2.05 -3.16 -6.89  0.102
108 H 1.95 -0.78 -6.15  0.122

Results
**Energy above the lowest of the compared OMol25 structures with the same formula, charge and spin**: 0.000 eV
**Kohn-Sham gap**: 7.208 eV
**Max |F|**: 0.79 eV Å⁻¹
**HOMO**: -8.19 eV
**LUMO level**: -0.98 eV


Entry 2:
This record from OMol25 describes a structure of composition C40H35As2Cl4N5O13S2W at a distorted geometry. The level of theory is the ωB97M-V functional and the def2-TZVPD basis.

Last column: Löwdin charge in e.
Geometry (Å):
1 W 0.11 -0.95 0.68  1.695
2 S -0.84 1.63 1.18  0.789
3 C -0.68 2.76 -0.16  -1.098
4 S -2.09 2.79 -1.09  0.679
5 C 0.47 3.49 -0.36  -0.360
6 C 1.52 3.34 0.55  -0.237
7 N 2.33 3.12 1.33  0.184
8 C 0.65 4.31 -1.49  -0.235
9 N 0.83 4.93 -2.44  0.166
10 Cl -6.35 -3.21 2.31  0.700
11 C -4.74 -2.57 2.20  -0.655
12 C -3.80 -2.98 3.14  -0.070
13 C -2.54 -2.40 3.10  -0.541
14 Cl -1.37 -2.82 4.29  0.810
15 C -2.17 -1.50 2.10  -0.299
16 O -1.00 -0.85 2.14  -0.380
17 C -3.10 -1.24 1.03  -0.130
18 C -2.65 -0.69 -0.16  -0.068
19 O -1.37 -0.52 -0.44  -0.293
20 C -4.43 -1.70 1.19  -0.064
21 H -4.03 -3.72 3.88  0.115
22 H -3.35 -0.46 -0.96  0.145
23 H -5.18 -1.40 0.47  0.103
24 Cl -0.58 -2.09 -4.98  0.809
25 C -2.25 -1.95 -4.54  -0.564
26 C -3.07 -1.15 -5.32  -0.102
27 C -4.40 -0.99 -4.97  -0.075
28 C -4.90 -1.63 -3.85  -0.101
29 C -4.08 -2.44 -3.09  -0.567
30 Cl -4.73 -3.26 -1.71  0.778
31 C -2.73 -2.64 -3.42  -0.304
32 N -1.92 -3.44 -2.62  0.074
33 C -1.11 -4.47 -3.12  -0.225
34 C -1.36 -5.01 -4.39  -0.059
35 C -0.57 -6.03 -4.89  -0.078
36 C 0.47 -6.53 -4.13  -0.082
37 C 0.71 -6.01 -2.88  -0.037
38 C -0.07 -4.99 -2.35  -0.137
39 C 0.22 -4.55 -0.93  0.000
40 C -0.14 -3.14 -0.57  -0.570
41 O 0.66 -2.18 -0.84  -0.076
42 O -1.17 -2.89 0.09  -0.023
43 H -2.67 -0.66 -6.19  0.108
44 H -5.05 -0.38 -5.59  0.110
45 H -5.94 -1.52 -3.58  0.108
46 H -2.29 -3.59 -1.70  0.091
47 H -2.19 -4.63 -4.97  0.113
48 H -0.79 -6.44 -5.86  0.106
49 H 1.09 -7.33 -4.51  0.103
50 H 1.52 -6.41 -2.28  0.116
51 H 1.30 -4.65 -0.75  0.137
52 H -0.32 -5.21 -0.23  0.150
53 N -0.46 0.74 -2.82  0.213
54 C 0.59 0.17 -2.23  -0.565
55 N 1.47 -0.50 -2.98  0.205
56 O 0.79 0.32 -0.98  -0.195
57 H -0.60 0.65 -3.81  0.104
58 H -1.11 1.33 -2.29  -0.024
59 H 1.24 -0.74 -3.93  0.054
60 H 2.24 -0.98 -2.51  0.086
61 C 2.40 2.54 4.59  -0.064
62 O 3.72 2.76 4.14  -0.012
63 C 4.38 1.87 3.43  -0.527
64 O 5.52 2.07 3.10  0.108
65 C 3.79 0.55 3.02  -0.144
66 C 4.45 -0.58 3.31  -0.322
67 As 4.62 -2.24 2.21  1.332
68 C 5.62 -1.25 0.81  -0.265
69 C 2.84 -2.28 1.49  -0.344
70 C 2.40 -1.01 0.89  -0.498
71 As 1.77 0.38 2.04  1.228
72 C 1.24 -0.59 3.75  -0.237
73 C 3.04 -0.54 -0.29  -0.598
74 O 3.42 -1.24 -1.23  0.044
75 O 3.20 0.81 -0.28  -0.138
76 C 3.80 1.41 -1.42  -0.023
77 C 1.79 -3.06 1.88  -0.466
78 O 0.58 -2.59 1.66  -0.230
79 O 1.78 -4.30 2.41  -0.036
80 C 3.00 -4.98 2.58  -0.109
81 C 5.06 -0.75 4.68  -0.558
82 O 4.27 -0.92 5.57  0.115
83 O 6.35 -0.81 4.89  0.000
84 C 7.27 -0.54 3.84  -0.046
85 H 2.17 3.40 5.21  0.101
86 H 2.34 1.61 5.18  0.092
87 H 1.72 2.49 3.72  0.048
88 H 6.69 -1.31 1.02  0.018
89 H 5.32 -0.21 0.80  0.032
90 H 5.44 -1.71 -0.16  0.026
91 H 0.95 -1.63 3.59  -0.015
92 H 0.36 -0.05 4.15  0.036
93 H 2.02 -0.57 4.51  0.025
94 H 3.74 2.48 -1.25  0.094
95 H 3.28 1.14 -2.34  0.085
96 H 4.85 1.10 -1.48  0.102
97 H 2.74 -6.02 2.76  0.096
98 H 3.57 -4.58 3.44  0.071
99 H 3.63 -4.89 1.68  0.081
100 H 8.22 -0.33 4.33  0.100
101 H 6.96 0.33 3.26  0.083
102 H 7.38 -1.43 3.21  0.075

Results
**Energy above the lowest of the compared OMol25 structures with the same formula, charge and spin**: 1.794 eV
**<S²>**: 2.055
**Multiplicity**: 3
**Kohn-Sham gap (alpha / beta)**: 4.869 / 5.312 eV
**Max |F|**: 6.55 eV Å⁻¹
**HOMO (alpha / beta)**: -7.17 / -7.80 eV
**LUMO level (alpha / beta)**: -2.30 / -2.49 eV


Entry 3:
This record from OMol25 describes a cluster of 2 separate species, C4H8O2 in total at a distorted geometry. The level of theory is the ωB97M-V functional and the def2-TZVPD basis.

Last column: Löwdin charge in e.
Geometry (Å):
1 C 0.08 1.73 1.39  -0.065
2 C -0.18 0.75 0.27  -0.271
3 O 0.72 -0.35 0.42  -0.107
4 C 0.69 -1.31 -0.52  -0.109
5 C -0.48 -1.81 -1.22  -0.405
6 O -0.45 -2.70 -2.07  -0.045
7 H 1.12 2.09 1.37  0.083
8 H -0.10 1.26 2.36  0.083
9 H -0.59 2.59 1.29  0.082
10 H -1.21 0.41 0.29  0.113
11 H 0.02 1.20 -0.72  0.127
12 H 1.57 -1.97 -0.37  0.163
13 H 0.17 -0.60 -1.69  0.229
14 H -1.37 -1.30 -0.82  0.124

Results
**Energy above the lowest of the compared OMol25 structures with the same formula, charge and spin**: 4.005 eV
**Kohn-Sham gap**: 9.682 eV
**Max |F|**: 2.20 eV Å⁻¹
**HOMO**: -8.96 eV
**LUMO level**: 0.72 eV


Entry 4:
This record from OMol25 describes an isolated molecule of C4H6N2O2 at a distorted geometry. The level of theory is the ωB97M-V functional and the def2-TZVPD basis.

Last column: Löwdin charge in e.
Geometry (Å):
1 N 2.30 -0.29 0.81  0.116
2 C 1.03 0.18 0.53  -0.278
3 C 0.60 1.45 0.48  -0.074
4 O -0.67 1.45 -0.08  0.040
5 C -1.07 0.19 -0.39  -0.368
6 N -2.28 0.00 -0.81  0.190
7 C -0.06 -0.63 -0.01  -0.221
8 O 0.17 -1.95 -0.34  0.019
9 H 2.49 -1.20 0.47  0.081
10 H 2.93 0.42 0.54  0.077
11 H 1.18 2.28 0.58  0.088
12 H -2.74 0.82 -1.10  0.110
13 H -2.62 -0.91 -0.95  0.106
14 H -0.35 -2.55 0.24  0.112

Results
**Energy above the lowest of the compared OMol25 structures with the same formula, charge and spin**: 2.174 eV
**SMILES**: Nc1coc(N)c1O
**Kohn-Sham gap**: 7.787 eV
**Max |F|**: 5.35 eV Å⁻¹
**HOMO**: -7.09 eV
**LUMO level**: 0.69 eV